A molecular structure, C19H32AlF9O13S3 at a distorted geometry, computed with ωB97M-V/def2-TZVPD.

Geometry (Å):
Al -6.8420 -3.7386 8.0221
C -5.4178 -0.2378 4.7397
F -6.1529 0.3992 5.6061
F -5.9067 -0.0707 3.4873
F -4.1936 0.2489 4.7971
S -5.2904 -2.1372 5.1632
O -4.3570 -2.7401 4.2039
O -4.7626 -2.2992 6.5349
O -6.6582 -2.6967 5.1886
C -9.4829 -0.0991 5.5141
F -8.8631 -0.7311 4.4579
F -9.0994 1.1721 5.5940
F -10.7395 -0.0818 5.2685
S -9.1482 -1.0532 7.1878
O -9.4022 -2.4947 6.9509
O -7.7278 -1.0069 7.5094
O -10.0545 -0.5394 8.2299
C -4.9480 -7.8584 10.6073
F -4.1594 -7.7887 11.6416
F -4.3020 -7.9116 9.4276
F -5.7181 -8.9221 10.7417
S -6.1511 -6.2945 10.5252
O -7.0096 -6.5258 9.3707
O -6.8499 -6.2313 11.7920
O -5.3659 -5.1159 10.2251
C -4.9558 -7.8496 5.2266
C -5.7383 -7.0908 4.2197
C -5.7217 -5.6957 4.7454
O -5.7952 -5.8775 6.2034
C -5.2847 -7.1787 6.4961
H -3.8737 -7.7863 5.1120
H -5.2027 -8.9102 5.2738
H -6.7722 -7.4277 4.1445
H -5.1897 -7.0956 3.2778
H -6.5748 -5.2071 4.2749
H -4.8240 -5.1377 4.4790
H -6.0278 -7.7477 7.0548
H -4.3375 -7.1281 7.0330
C -9.8081 -6.4702 4.7542
C -10.0511 -7.2597 6.0105
C -8.9045 -6.8638 6.9456
O -8.5676 -5.5057 6.5256
C -9.3119 -5.1907 5.3074
H -10.7164 -6.4686 4.1516
H -9.0752 -6.9606 4.1135
H -9.9714 -8.3432 5.9226
H -10.9791 -6.9957 6.5177
H -8.0114 -7.4874 6.9072
H -9.2310 -6.9032 7.9848
H -8.6779 -4.6519 4.6032
H -10.1243 -4.5511 5.6523
C -7.1587 -1.8028 12.7666
C -8.5728 -1.4214 12.4222
C -8.5988 -1.5259 10.8864
O -7.6120 -2.4759 10.5358
C -7.0058 -2.8818 11.6952
H -6.9969 -2.1187 13.7972
H -6.4162 -1.0282 12.5747
H -8.7918 -0.4148 12.7782
H -9.2879 -2.1027 12.8832
H -8.2653 -0.5631 10.4993
H -9.6032 -1.8253 10.5868
H -5.9432 -3.0036 11.4852
H -7.3686 -3.8684 11.9838
C -4.0927 0.2856 9.2536
C -3.0839 -0.6769 9.8431
C -3.7127 -2.0008 9.4499
O -5.0902 -1.7755 9.1869
C -5.3906 -0.4226 9.6112
H -3.9286 0.3682 8.1792
H -4.1108 1.2809 9.6976
H -2.9754 -0.4689 10.9076
H -2.0579 -0.6119 9.4810
H -3.5362 -2.6830 10.2815
H -3.2588 -2.4578 8.5706
H -5.6492 -0.4001 10.6699
H -6.1755 0.0655 9.0335

## Properties
- Electronic energy: -4056.8160 Eh
- Frontier orbital gap: 4.3 eV
- HOMO level: -10.14 eV



A molecular structure, C26H21CoN4O2Si, computed with ωB97M-V/def2-TZVPD.

Geometry (Å):
Co -0.5309 0.1656 -0.4775
O 4.7946 1.2055 -0.5138
C 4.4859 0.9379 -1.7963
C 5.4826 1.1789 -2.7437
C 5.2409 0.9511 -4.0821
C 4.0028 0.4766 -4.5138
C 3.0180 0.2381 -3.5806
C 3.2343 0.4571 -2.2161
C 2.0986 0.2504 -1.2966
O 0.9662 -0.0613 -1.7759
N 2.3287 0.4130 0.0192
N 1.1525 0.2860 0.6829
C 1.0335 0.4154 1.9478
C -0.3483 0.3093 2.4711
C -0.6478 0.3689 3.8197
C -1.9761 0.2374 4.2058
C -2.9493 0.0370 3.2429
C -2.5651 -0.0157 1.9089
N -1.3007 0.1347 1.5381
H 4.0148 0.9661 0.0350
H 6.4392 1.5443 -2.3960
H 6.0261 1.1436 -4.8028
H 3.8182 0.2996 -5.5642
H 2.0415 -0.1161 -3.8822
H 1.8824 0.5998 2.6007
H 0.1382 0.5124 4.5483
H -2.2412 0.2822 5.2537
H -3.9897 -0.0839 3.5069
H -3.2752 -0.1911 1.1096
C 2.3211 3.7578 -3.9954
C 1.0585 3.4680 -4.4904
C 0.0272 3.1465 -3.6200
C 0.2388 3.1228 -2.2383
C 1.5219 3.4128 -1.7587
C 2.5529 3.7309 -2.6271
Si -1.1285 2.5613 -1.1296
C -1.3544 3.4352 0.4959
C -2.6371 3.8595 0.8571
C -2.8668 4.4837 2.0758
C -1.8177 4.6907 2.9576
C -0.5374 4.2699 2.6211
C -0.3115 3.6425 1.4069
H 3.1302 3.9917 -4.6751
H 0.8786 3.4813 -5.5576
H -0.9479 2.9009 -4.0243
H 1.7372 3.3719 -0.6976
H 3.5420 3.9345 -2.2375
H -2.4217 2.5603 -1.8466
H -3.4683 3.7017 0.1797
H -3.8657 4.8110 2.3341
H -1.9945 5.1809 3.9063
H 0.2846 4.4307 3.3073
H 0.6928 3.3116 1.1709
N -2.6443 -1.9839 -1.4512
C -1.8738 -1.1859 -1.1262

## Properties
- Electronic energy: -3045.1256 Eh
- Relative energy (zero: lowest compared OMol25 entry of this formula, charge and spin): 0.00 kcal per mole
- Frontier orbital gap (alpha / beta): 6.9 / 6.3 eV
- 2S+1: 5
- HOMO level (alpha / beta): -7.81 / -8.38 eV



2 unconnected molecules or ions with the total composition C19H20N2 at a distorted geometry, computed with ωB97M-V/def2-TZVPD.

Geometry (Å):
C 0.6761 -3.1839 -0.0072
C 0.8472 -2.2668 1.2407
C -0.4098 -1.7606 1.8565
C -0.5987 -1.3650 3.1422
N -1.8758 -0.8201 3.3235
C -2.4771 -0.7792 2.0931
C -3.7445 -0.2438 1.8121
C -4.1544 -0.3840 0.4915
C -3.3848 -1.0766 -0.4425
C -2.1091 -1.5534 -0.1703
C -1.6561 -1.3821 1.1581
H 0.8741 -2.6789 -0.9447
H -0.3504 -3.5447 0.0863
H 1.2997 -4.0641 0.1133
H 1.4207 -2.8039 2.0106
H 1.5339 -1.4526 0.9908
H -0.0256 -1.4427 4.0486
H -2.1475 -0.1634 4.0427
H -4.4117 0.1027 2.5719
H -5.0651 0.0374 0.0917
H -3.8123 -1.3295 -1.4011
H -1.5301 -2.0600 -0.9164
C 1.5145 0.0350 -3.3877
C 1.9168 1.2924 -2.7005
C 2.4603 2.4361 -3.2168
N 2.3819 3.4591 -2.2864
C 1.8325 2.9977 -1.1156
C 1.6870 3.5452 0.1688
C 1.2591 2.6772 1.1433
C 0.8008 1.3708 0.9274
C 1.0092 0.8330 -0.3293
C 1.4452 1.6513 -1.3848
H 1.8487 -0.8499 -2.8297
H 1.9561 0.0601 -4.3693
H 0.4475 -0.2054 -3.2775
H 3.0031 2.5248 -4.1463
H 2.8373 4.3542 -2.3763
H 1.9573 4.5196 0.5458
H 1.1888 3.0488 2.1617
H 0.5389 0.7024 1.7317
H 1.0164 -0.2372 -0.4496

## Properties
- Electronic energy: -845.5034 Eh
- Relative energy (zero: lowest compared OMol25 entry of this formula, charge and spin): 19.34 kcal per mole
- Frontier orbital gap: 8.6 eV
- SMILES: CCc1c[nH]c2ccccc12.Cc1c[nH]c2ccccc12
- HOMO level: -7.69 eV



2 unconnected molecules or ions with the total composition C2H6N5O3 at a distorted geometry, computed with ωB97M-V/def2-TZVPD.

Geometry (Å):
C 0.5500 0.4272 2.6522
C -0.1679 -0.1104 -1.5954
N 0.1185 -0.9281 -2.5665
N -0.8535 1.0929 1.0007
N -1.0927 0.7736 -1.5933
N 0.1034 0.3349 1.2385
N 0.9143 -1.9621 -2.3712
O 1.3028 -2.2432 -1.2470
O -1.3450 1.9457 1.7771
O 1.2752 -2.6882 -3.3176
H 1.5890 0.7944 2.8050
H -0.1790 1.1225 3.1224
H 0.3267 -0.4931 3.1089
H 0.3688 -0.0558 -0.6493
H -1.0976 1.1191 -0.0211
H -1.8128 0.8707 -2.3430

## Properties
- Electronic energy: -579.1543 Eh
- Relative energy (zero: lowest compared OMol25 entry of this formula, charge and spin): 39.27 kcal per mole
- Charge: -1
- Frontier orbital gap: 8.7 eV
- HOMO level: -5.04 eV



A molecular structure, C2H5I2P at a distorted geometry, computed with ωB97M-V/def2-TZVPD.

Geometry (Å):
C -0.8479 -0.8818 0.3562
C -0.2222 0.2372 -0.4341
P 0.8011 1.3502 0.5791
I -1.4508 1.5330 -1.5907
I 2.7051 -0.0459 1.0537
H -1.0381 -0.8591 1.4791
H -0.3026 -1.8101 0.3075
H -1.8978 -1.1554 -0.1133
H 0.7102 -0.5870 -1.3809
H 1.5432 2.2189 -0.2565

## Properties
- Electronic energy: -1015.7346 Eh
- Relative energy (zero: lowest compared OMol25 entry of this formula, charge and spin): 72.49 kcal per mole
- Frontier orbital gap (alpha / beta): 5.4 / 6.0 eV
- 2S+1: 3
- HOMO level (alpha / beta): -5.40 / -9.36 eV



4 unconnected molecules or ions with the total composition C40H61IN5O6 at a distorted geometry, computed with ωB97M-V/def2-TZVPD.

Geometry (Å):
C -7.8841 3.8388 -0.1678
C -7.2703 2.6251 0.2681
C -6.7039 1.0518 0.3281
C -5.0326 0.9993 0.3817
C -4.6044 -0.0970 1.5137
C -4.2571 0.5251 2.9976
C -5.0992 1.8591 3.4165
C -4.2622 3.2773 3.2987
C -5.2614 4.4320 3.9820
C -2.8929 3.3025 4.2591
C -3.3611 -1.0845 1.1272
N -3.1343 -1.2962 -0.3675
C -2.0648 -2.3316 -0.4904
C -0.5795 -1.9894 0.0608
C 0.1448 -3.2949 0.8149
C 1.5798 -3.7153 0.1434
C 2.6349 -2.4809 -0.0785
C 3.1060 -1.7111 1.2900
O 4.2081 -2.4913 1.8780
C 3.8017 -3.1050 3.1531
C 3.4111 -2.1596 4.4740
O 3.7733 -4.4470 3.2905
C -2.9598 0.0063 -1.1675
C -1.9853 1.0780 -0.3942
C -1.8361 2.5621 -1.1518
C -0.3725 3.2230 -0.7686
O -0.0169 3.4754 0.5054
O 0.6175 3.5697 -1.8127
N -2.6243 -0.1368 -2.5995
C -1.2309 -0.3763 -3.0276
C 0.1001 0.5714 -2.9878
O -1.0048 -1.5628 -3.6681
C -3.4855 -1.0362 -3.4269
C -3.9060 -0.4504 -4.9394
O -3.9157 -2.2686 -3.1824
C -4.5459 0.5691 -1.1600
I -5.0288 2.1338 -2.5984
H -8.6755 4.6560 -0.5302
H -7.1560 0.4000 -0.5318
H -7.1692 0.6188 1.3389
H -4.7014 2.1120 0.6293
H -5.5535 -0.8033 1.6752
H -4.5573 -0.3247 3.7806
H -3.1216 0.7407 3.1842
H -5.3588 1.7426 4.5763
H -6.1252 2.0078 2.8768
H -4.0532 3.6276 2.2008
H -4.7278 5.4776 4.0978
H -5.4383 4.0455 5.0976
H -6.3144 4.4836 3.4737
H -2.0458 2.8236 3.5800
H -2.5676 4.3885 4.5537
H -3.0353 2.5708 5.1657
H -2.4222 -0.7041 1.7104
H -3.6253 -2.1495 1.5979
H -4.0240 -1.8167 -0.6465
H -2.4424 -3.2685 0.1514
H -1.9300 -2.7934 -1.5836
H 0.0853 -1.6879 -0.8840
H -0.4834 -1.1034 0.8145
H 0.2881 -2.9919 1.9607
H -0.5936 -4.2323 0.8493
H 2.1026 -4.4733 0.8955
H 1.4211 -4.3428 -0.8570
H 3.6044 -2.9556 -0.5761
H 2.2644 -1.6464 -0.8283
H 2.2420 -1.4368 2.0315
H 3.5844 -0.6709 0.9520
H 3.5280 -1.0473 4.1220
H 2.2629 -2.3347 4.6851
H 4.0979 -2.4236 5.3860
H -0.8475 0.7243 -0.3120
H -2.3007 1.3767 0.6891
H -2.6622 3.3015 -0.7528
H -1.9359 2.4344 -2.3317
H 0.5998 4.5589 -2.0182
H 0.9503 0.1840 -3.7276
H 0.6251 0.6318 -1.9229
H -0.1924 1.6409 -3.3734
H -5.0439 -0.5944 -5.1754
H -3.2826 -1.0197 -5.7832
H -3.6878 0.7145 -4.9724
H -5.3119 -0.3016 -1.4516
N 5.5152 -4.1048 -2.3713
C 5.1021 -3.2654 -3.3730
C 5.3154 -3.9009 -4.5759
C 5.8712 -5.1706 -4.2893
C 5.9809 -5.2712 -2.9204
H 5.4809 -3.8966 -1.3818
H 4.6943 -2.2898 -3.1447
H 5.0934 -3.4943 -5.5540
H 6.1597 -5.9301 -5.0044
H 6.3507 -6.0702 -2.2918
N 9.2989 -3.8760 -2.7175
C 10.3104 -3.9786 -3.6366
C 11.4594 -4.3359 -2.9668
C 11.1276 -4.4589 -1.5964
C 9.7867 -4.1722 -1.4713
H 8.3419 -3.6223 -2.9262
H 10.1270 -3.7875 -4.6854
H 12.4311 -4.4924 -3.4169
H 11.7949 -4.7283 -0.7879
H 9.1399 -4.1524 -0.6043
N 0.2833 6.1461 1.9208
C 1.5814 6.5860 1.9316
C 1.5897 7.8756 2.4144
C 0.2502 8.2237 2.7106
C -0.5350 7.1363 2.3990
H -0.0228 5.2334 1.6095
H 2.3856 5.9459 1.5944
H 2.4661 8.4980 2.5407
H -0.1035 9.1658 3.1089
H -1.6032 6.9833 2.4753

## Properties
- Electronic energy: -2582.7319 Eh
- Charge: +1
- Frontier orbital gap: 5.7 eV
- HOMO level: -9.11 eV



Q: Look up the electronic energy of the third one.
A: -845.5034 Eh